(1)
Here is C12H18O13Rb5S as an isolated structure at a distorted geometry from the OMol25 dataset. Energies are from ωB97M-V with the def2-TZVPD basis set.

Geometry as ORCA input:
```
! RIJCOSX wB97M-V def2-TZVPD def2/J DEFGRID3
* xyz 3 1
Rb 6.51 -1.14 4.68
Rb 9.00 -2.22 -0.62
Rb 2.13 2.62 -4.05
Rb 4.80 -2.28 -4.08
Rb 3.07 -6.24 1.03
S 3.34 -0.93 0.25
O 3.11 -1.02 1.69
O 2.96 -2.19 -0.43
O 2.68 0.09 -0.49
O 4.79 -0.76 -0.04
C -1.98 -0.21 3.03
C -2.16 -1.13 1.87
C -2.05 -2.55 2.31
O -3.24 -3.19 1.77
C -4.17 -2.19 1.54
O -5.30 -2.41 1.33
O -3.54 -1.05 1.53
H -1.26 -0.50 3.80
H -2.88 -0.05 3.63
H -1.58 0.72 2.62
H -1.55 -1.03 0.97
H -1.83 -2.73 3.36
H -1.28 -3.07 1.74
C 3.42 6.28 3.15
C 2.75 5.83 1.80
C 1.65 4.85 2.10
O 0.64 5.69 2.47
C 0.75 6.84 1.89
O 0.05 7.88 1.87
O 1.98 6.87 1.27
H 3.66 5.53 3.89
H 2.80 7.09 3.53
H 4.30 6.86 2.87
H 3.49 5.34 1.17
H 1.92 4.17 2.91
H 1.32 4.22 1.26
C -1.40 -3.34 -4.03
C -2.83 -3.83 -4.01
C -3.91 -2.76 -3.95
O -4.37 -2.55 -5.28
C -4.00 -3.58 -6.06
O -4.51 -3.80 -7.12
O -3.11 -4.40 -5.31
H -0.74 -4.19 -4.10
H -1.11 -2.91 -3.07
H -1.17 -2.81 -4.95
H -2.93 -4.57 -3.22
H -3.61 -1.98 -3.24
H -4.62 -3.28 -3.31
*
```

Results
- LUMO level (eV) = -8.55
- molar mass (g mol⁻¹) = 829.7
- frontier orbital gap (eV) = 4.155


(2)
Here is a 2-piece molecular cluster, C3H8IPS overall at a distorted geometry from the OMol25 dataset. Energies are from ωB97M-V with the def2-TZVPD basis set.

Geometry as ORCA input:
```
! RIJCOSX wB97M-V def2-TZVPD def2/J DEFGRID3
* xyz 0 1
C 0.93 1.52 0.73
C 0.20 0.66 -0.28
C -0.55 -2.14 -1.14
P 0.27 -1.23 0.00
S -3.38 -0.10 -0.11
I -3.00 -0.81 2.11
H 1.98 1.23 1.01
H 1.18 2.63 0.47
H 0.47 1.67 1.68
H 0.51 0.78 -1.35
H -0.90 0.90 -0.26
H -0.56 -1.99 -2.28
H -0.71 -3.08 -0.89
H -0.41 -1.32 1.43
*
```

Results
- LUMO level (spin up / spin down) (eV) = -2.26 / -2.27
- molar mass (g mol⁻¹) = 234.0
- frontier orbital gap (spin up / spin down) (eV) = 5.055 / 5.026


(3)
Here is C27H28BrCrIN5O6 as an isolated structure from the OMol25 dataset. Energies are from ωB97M-V with the def2-TZVPD basis set.

Geometry as ORCA input:
```
! RIJCOSX wB97M-V def2-TZVPD def2/J DEFGRID3
* xyz 0 2
Cr 0.21 0.26 0.89
C -3.82 -1.85 0.49
C -2.66 -2.54 -0.14
N -2.85 -3.62 -0.86
C -1.79 -4.23 -1.43
C -0.50 -3.80 -1.30
C 0.61 -4.57 -1.97
O 1.35 -3.78 -2.90
C -0.25 -2.63 -0.52
C 1.11 -2.25 -0.26
N 1.51 -1.22 0.42
C 2.89 -1.17 0.78
C 3.62 -2.34 1.01
C 4.96 -2.29 1.34
C 5.60 -1.07 1.47
C 4.88 0.10 1.30
C 3.54 0.05 0.97
I 2.45 1.82 0.81
C -1.34 -1.98 0.06
O -1.28 -0.90 0.77
H -4.74 -2.39 0.24
H -3.89 -0.82 0.15
H -3.71 -1.81 1.57
H -2.01 -5.11 -2.02
H 0.18 -5.45 -2.46
H 1.34 -4.93 -1.24
H 0.75 -3.52 -3.61
H 1.87 -2.91 -0.67
H 3.12 -3.30 0.97
H 5.50 -3.21 1.51
H 6.65 -1.02 1.73
H 5.36 1.06 1.44
N 0.00 -2.58 3.22
N -0.38 -1.54 4.08
C -0.27 -0.21 3.72
O -0.80 0.64 4.41
O 0.50 0.03 2.69
H -0.81 -3.00 2.77
H 0.50 -3.28 3.75
H -1.10 -1.71 4.76
C 0.68 0.01 -4.43
C 0.33 1.28 -3.64
C 1.47 2.30 -3.69
C -0.98 1.90 -4.14
C 0.15 0.89 -2.23
N 0.03 0.60 -1.13
H 0.79 0.28 -5.48
H -0.12 -0.73 -4.35
H 1.61 -0.43 -4.08
H 1.58 2.64 -4.72
H 2.41 1.85 -3.36
H 1.26 3.16 -3.05
H -0.86 2.19 -5.18
H -1.24 2.79 -3.56
H -1.81 1.19 -4.07
Br -2.85 7.91 1.44
C -2.71 6.09 1.96
C -3.53 5.60 2.96
C -3.42 4.27 3.34
C -2.51 3.43 2.70
C -1.70 3.94 1.70
C -1.78 5.28 1.33
C -0.69 3.06 1.01
O 0.31 3.56 0.50
O -0.93 1.80 1.13
H -4.23 6.26 3.45
H -4.04 3.89 4.13
H -2.41 2.40 2.99
H -1.13 5.66 0.56
*
```

Results
- LUMO level (spin up / spin down) (eV) = -0.73 / -0.66
- molar mass (g mol⁻¹) = 777.4
- frontier orbital gap (spin up / spin down) (eV) = 7.556 / 7.447


(4)
Here is the molecule C8H12N2O2 at a distorted geometry from the OMol25 dataset. Energies are from ωB97M-V with the def2-TZVPD basis set.

Geometry as ORCA input:
```
! RIJCOSX wB97M-V def2-TZVPD def2/J DEFGRID3
* xyz 0 1
C 1.99 1.03 -0.13
C 0.47 0.87 -0.51
C -0.01 -0.41 0.07
C 0.54 -1.64 -0.60
C -0.47 -0.49 1.52
C -1.72 -0.22 0.72
N -2.42 1.04 0.57
C -3.59 0.88 -0.10
O -4.42 1.72 -0.31
N -3.70 -0.41 -0.51
C -2.65 -1.18 0.07
O -2.52 -2.39 -0.13
H 2.50 0.24 -0.41
H 2.18 1.07 1.02
H 2.25 1.95 -0.71
H 0.49 0.99 -1.63
H -0.15 1.76 -0.01
H -0.37 -2.12 -0.97
H 1.18 -2.39 -0.03
H 1.12 -1.17 -1.47
H -0.26 0.38 2.08
H -0.57 -1.53 1.83
H -2.12 1.83 1.04
H -4.50 -0.98 -0.65
*
```

Results
- LUMO level (eV) = 0.59
- SMILES string = CC[C@@]1(C)C[C@@]12NC(=O)NC2=O
- molar mass (g mol⁻¹) = 168.2
- frontier orbital gap (eV) = 8.921


(5)
Here is a 10-piece molecular cluster, C52H83BFN3O32P overall at a distorted geometry from the OMol25 dataset. Energies are from ωB97M-V with the def2-TZVPD basis set.

Geometry as ORCA input:
```
! RIJCOSX wB97M-V def2-TZVPD def2/J DEFGRID3
* xyz 1 1
C 3.15 1.00 -0.14
C 2.04 1.16 0.26
C 0.63 1.34 0.88
N -0.23 0.17 0.89
C 0.13 -0.89 -0.09
C 1.14 -1.97 0.50
C 0.15 2.61 0.01
P -0.55 2.07 -1.66
N 0.50 2.58 -2.97
O -1.99 2.91 -2.01
N 0.34 3.74 0.61
C -0.04 4.94 -0.18
C 0.99 5.29 -1.35
C 0.25 5.91 -2.62
C 1.26 6.85 -3.38
O 1.70 6.26 -4.64
C 3.03 6.64 -4.87
C 4.22 5.76 -4.36
O 3.30 7.63 -5.46
C 0.91 3.67 2.02
B 0.10 4.67 3.02
O -1.23 5.00 2.66
C 0.65 5.28 4.39
C 1.02 4.22 5.51
C 2.43 4.09 1.94
F 3.10 3.94 3.18
C 2.72 5.55 1.45
C 3.76 6.33 2.37
C 0.62 2.13 2.28
C 1.77 1.31 3.06
C -0.62 1.76 3.20
C -2.05 2.02 2.58
C -2.92 0.72 2.84
C -4.47 0.99 2.80
O -5.08 -0.29 2.55
C -6.52 -0.17 2.53
H 4.21 1.12 -0.40
H -1.16 0.49 0.60
H -0.81 -1.47 -0.27
H 0.44 -0.52 -1.10
H 2.16 -1.55 0.61
H 1.17 -2.85 -0.19
H 0.69 -2.34 1.45
H 0.93 1.73 -3.35
H -0.14 2.91 -3.71
H -2.75 2.42 -1.66
H -1.05 4.87 -0.65
H -0.08 5.88 0.43
H 1.67 4.44 -1.60
H 1.65 6.12 -0.98
H -0.54 6.58 -2.20
H -0.21 5.14 -3.28
H 0.83 7.88 -3.53
H 2.21 7.02 -2.80
H 3.80 4.77 -4.06
H 4.95 5.55 -5.19
H 4.81 6.25 -3.55
H -1.82 4.85 3.42
H -0.15 5.94 4.82
H 1.50 5.96 4.16
H 1.79 4.70 6.17
H 1.42 3.30 5.03
H 0.10 4.02 6.12
H 3.00 3.41 1.24
H 1.82 6.19 1.28
H 3.24 5.48 0.45
H 3.86 7.38 1.97
H 4.75 5.81 2.30
H 3.45 6.37 3.43
H 1.59 1.39 4.16
H 1.63 0.24 2.75
H 2.80 1.62 2.79
H -0.50 2.17 4.25
H -0.54 0.65 3.34
H -2.55 2.83 3.16
H -2.06 2.19 1.48
H -2.69 0.42 3.90
H -2.60 -0.15 2.21
H -4.81 1.28 3.84
H -4.74 1.75 2.03
H -6.82 -0.03 1.47
H -6.93 0.61 3.21
H -6.95 -1.16 2.83
C 0.79 11.20 -4.31
C 0.60 12.68 -4.13
O -0.64 12.76 -3.43
C -0.82 11.58 -2.79
O -1.68 11.37 -1.99
O 0.10 10.66 -3.18
H 1.84 10.91 -4.30
H 0.33 10.83 -5.22
H 1.38 13.13 -3.51
H 0.55 13.21 -5.08
C 2.97 -5.89 -0.66
C 3.99 -6.05 0.41
O 3.52 -5.19 1.45
C 2.18 -5.05 1.26
O 1.44 -4.52 2.04
O 1.78 -5.57 0.07
H 2.83 -6.80 -1.25
H 3.19 -5.06 -1.34
H 4.04 -7.08 0.80
H 4.99 -5.76 0.09
C 8.79 -5.81 -0.70
C 9.03 -4.33 -0.62
O 7.99 -3.81 -1.45
C 7.00 -4.73 -1.49
O 5.92 -4.54 -1.96
O 7.39 -5.90 -0.93
H 9.07 -6.33 0.22
H 9.32 -6.28 -1.54
H 8.90 -3.94 0.39
H 10.01 -4.04 -0.99
C 13.05 -7.72 -0.13
C 12.45 -9.02 0.29
O 11.67 -8.66 1.43
C 11.37 -7.34 1.31
O 10.59 -6.76 2.01
O 12.07 -6.77 0.30
H 13.20 -7.66 -1.21
H 14.00 -7.50 0.37
H 11.80 -9.45 -0.46
H 13.21 -9.76 0.56
C -9.85 -1.45 -0.19
C -10.65 -0.33 -0.79
O -10.56 0.69 0.21
C -9.43 0.45 0.93
O -8.98 1.21 1.73
O -8.90 -0.76 0.63
H -9.35 -2.06 -0.95
H -10.46 -2.11 0.44
H -10.22 0.04 -1.72
H -11.69 -0.61 -0.97
C -0.90 -9.08 -2.30
C 0.00 -8.35 -1.35
O 1.29 -8.85 -1.67
C 1.23 -9.31 -2.96
O 2.18 -9.64 -3.60
O -0.05 -9.33 -3.41
H -1.77 -8.49 -2.59
H -1.25 -10.04 -1.89
H -0.01 -7.27 -1.51
H -0.24 -8.54 -0.30
C -11.67 3.10 1.94
C -11.23 2.94 3.36
O -11.87 4.03 4.02
C -12.96 4.37 3.27
O -13.80 5.13 3.62
O -12.95 3.73 2.07
H -11.76 2.15 1.42
H -11.01 3.76 1.36
H -11.57 2.01 3.81
H -10.15 3.01 3.47
C -16.00 -1.44 0.11
C -15.05 -0.78 1.08
O -13.79 -1.33 0.71
C -13.89 -1.74 -0.58
O -12.96 -2.09 -1.25
O -15.17 -1.69 -1.02
H -16.84 -0.81 -0.15
H -16.38 -2.40 0.49
H -15.02 0.31 0.95
H -15.29 -1.00 2.12
C 9.62 -11.86 -2.82
C 10.32 -12.04 -4.14
O 11.23 -10.94 -4.16
C 11.45 -10.56 -2.88
O 12.28 -9.78 -2.54
O 10.60 -11.19 -2.03
H 9.32 -12.80 -2.37
H 8.74 -11.22 -2.91
H 10.90 -12.97 -4.18
H 9.64 -12.00 -4.99
*
```

Results
- LUMO level (eV) = -3.81
- molar mass (g mol⁻¹) = 1323.0
- frontier orbital gap (eV) = 7.424


(6)
Here is F2Mg2 as an isolated structure at a distorted geometry from the OMol25 dataset. Energies are from ωB97M-V with the def2-TZVPD basis set.

Geometry as ORCA input:
```
! RIJCOSX wB97M-V def2-TZVPD def2/J DEFGRID3
* xyz 2 1
Mg -5.17 18.09 -16.29
Mg -8.23 18.87 -17.62
F -4.75 19.53 -17.42
F -6.79 17.67 -17.12
*
```

Results
- LUMO level (eV) = -13.09
- molar mass (g mol⁻¹) = 86.6
- frontier orbital gap (eV) = 6.957


(7)
Here is C28H22IN5O6Os as an isolated structure at a distorted geometry from the OMol25 dataset. Energies are from ωB97M-V with the def2-TZVPD basis set.

Geometry as ORCA input:
```
! RIJCOSX wB97M-V def2-TZVPD def2/J DEFGRID3
* xyz 2 1
Os -0.26 -0.07 0.07
C -0.90 -0.81 -4.54
C 0.48 -0.48 -4.11
N 1.44 -0.42 -4.98
C 2.67 -0.02 -4.72
C 3.05 0.32 -3.43
C 4.47 0.82 -3.19
O 4.49 2.09 -2.59
C 2.10 0.19 -2.37
C 2.50 0.39 -1.04
N 1.83 0.19 0.12
C 2.49 0.45 1.31
C 3.86 0.81 1.38
C 4.46 1.26 2.54
C 3.75 1.33 3.72
C 2.44 0.88 3.74
C 1.84 0.46 2.57
I -0.22 -0.18 2.77
C 0.74 -0.15 -2.74
O -0.23 -0.09 -1.91
H -0.92 -1.05 -5.60
H -1.54 0.06 -4.36
H -1.30 -1.64 -3.97
H 3.35 0.02 -5.55
H 5.02 0.81 -4.13
H 4.96 0.13 -2.49
H 4.51 2.79 -3.26
H 3.50 0.77 -0.96
H 4.49 0.72 0.51
H 5.49 1.57 2.50
H 4.20 1.70 4.63
H 1.88 0.86 4.66
O -4.97 5.87 0.39
N -3.89 5.65 -0.07
O -3.15 6.45 -0.60
C -3.43 4.26 -0.01
C -4.40 3.30 0.00
C -4.07 1.93 0.00
C -5.05 0.92 -0.03
C -4.66 -0.40 -0.06
C -3.29 -0.70 -0.03
N -2.35 0.24 0.02
C -2.71 1.54 0.03
C -1.70 2.56 0.08
N -0.41 2.17 0.18
C 0.56 3.07 0.24
C 0.30 4.43 0.17
C -1.00 4.87 0.06
C -2.05 3.93 0.03
H -5.44 3.60 0.00
H -6.10 1.19 -0.03
H -5.37 -1.20 -0.09
H -2.96 -1.73 -0.06
H 1.57 2.71 0.35
H 1.13 5.13 0.21
H -1.22 5.93 -0.01
C 1.05 -4.09 0.89
O 0.95 -2.64 0.85
C 0.06 -2.11 0.09
O -0.75 -2.61 -0.64
H 1.85 -4.32 1.59
H 1.29 -4.46 -0.11
H 0.11 -4.51 1.22
*
```

Results
- LUMO level (spin up / spin down) (eV) = -8.57 / -8.84
- molar mass (g mol⁻¹) = 841.6
- frontier orbital gap (spin up / spin down) (eV) = 5.184 / 4.850


(8)
Here is C29H33FHfN10O3S2 as an isolated structure at a distorted geometry from the OMol25 dataset. Energies are from ωB97M-V with the def2-TZVPD basis set.

Geometry as ORCA input:
```
! RIJCOSX wB97M-V def2-TZVPD def2/J DEFGRID3
* xyz 4 1
Hf 0.94 1.04 3.04
C -0.66 4.95 7.03
C 0.52 4.11 6.82
N 1.52 3.99 7.63
N 2.42 3.17 7.06
C 2.00 2.75 5.87
S 2.78 1.75 4.75
N 0.77 3.33 5.69
N 0.02 3.10 4.53
H -0.74 5.19 8.09
H -1.58 4.47 6.70
H -0.54 5.90 6.49
H 3.28 2.96 7.55
H 0.10 3.91 3.89
H -0.97 3.02 4.78
C -3.41 -1.43 3.67
N -2.16 -1.83 3.07
C -2.01 -2.78 2.10
C -0.69 -2.95 1.88
N -0.02 -2.07 2.70
C -0.95 -1.36 3.41
S -0.64 -0.18 4.60
C 1.37 -2.13 2.94
C 1.98 -3.38 2.99
C 3.35 -3.46 3.23
C 4.06 -2.27 3.37
C 3.38 -1.07 3.32
N 2.04 -0.98 3.13
H -4.21 -1.48 2.94
H -3.32 -0.42 4.06
H -3.65 -2.10 4.51
H -2.85 -3.28 1.65
H -0.18 -3.60 1.20
H 1.40 -4.28 2.86
H 3.83 -4.42 3.31
H 5.12 -2.28 3.54
H 3.91 -0.14 3.45
F 1.40 -3.00 -2.89
C 0.78 -1.81 -2.79
C 0.80 -1.23 -1.56
C 0.23 0.03 -1.32
C 0.27 0.65 -0.04
O 0.72 0.08 1.03
C -0.24 1.98 0.00
C -0.84 2.56 -1.08
N -0.94 1.94 -2.26
C -1.73 2.54 -3.30
C -1.06 3.24 -4.46
C -1.81 4.03 -3.44
C -0.37 0.69 -2.44
C -0.39 0.06 -3.68
C 0.16 -1.20 -3.93
N 0.12 -1.81 -5.15
C -0.46 -1.22 -6.34
C -1.46 -2.18 -6.99
N -0.80 -3.46 -7.40
C 0.58 -3.57 -6.85
C 0.61 -3.17 -5.37
C -0.05 2.37 1.41
O 1.11 2.66 1.83
O -0.86 1.90 2.27
H 1.31 -1.73 -0.75
H -1.27 3.55 -1.01
H -2.63 1.97 -3.50
H -1.48 3.13 -5.45
H 0.02 3.30 -4.45
H -2.76 4.46 -3.71
H -1.23 4.67 -2.78
H -0.85 0.62 -4.48
H 0.33 -0.95 -7.05
H -1.00 -0.31 -6.10
H -1.91 -1.70 -7.85
H -2.26 -2.41 -6.28
H -0.75 -3.55 -8.42
H -1.37 -4.25 -7.07
H 1.25 -2.93 -7.43
H 0.93 -4.59 -6.94
H 1.65 -3.27 -5.05
H 0.01 -3.87 -4.79
*
```

Results
- LUMO level (eV) = -9.97
- molar mass (g mol⁻¹) = 831.3
- frontier orbital gap (eV) = 7.656